# 1
# C30H35CoN4O5

A structure of composition C30H35CoN4O5 (wB97M-V/def2-TZVPD, OMol25).

Last column: Mulliken charge in e.
Cartesian coordinates (Å):
N (2.070, 0.555, -1.041)  -0.291
H (-4.065, -0.555, 4.734)  0.430
C (2.503, 1.729, -0.768)  0.417
C (-4.777, -2.180, 3.545)  -0.734
C (-1.923, -1.375, -1.816)  -0.455
H (-2.561, 1.913, 4.746)  0.307
C (-0.720, 2.526, -2.304)  0.495
H (-0.711, 4.720, 2.154)  0.533
H (4.300, -4.580, -2.227)  0.443
H (0.061, -2.567, -3.356)  0.239
O (3.670, 2.106, -1.279)  -0.503
C (0.038, -2.553, -1.201)  0.491
C (-2.892, -0.799, 2.948)  -0.281
O (-2.007, 2.657, 2.913)  -0.376
H (-1.323, 0.004, 4.122)  0.465
C (4.465, -2.640, 0.537)  -0.783
N (-0.434, 2.956, -3.540)  -0.402
H (-1.899, -1.326, 1.126)  0.432
H (-2.417, 3.748, 0.425)  0.641
Co (0.110, 0.365, -0.289)  0.273
H (-3.735, 1.655, 3.426)  0.447
C (-1.965, 0.338, 3.298)  -0.042
H (-0.563, 3.917, -3.805)  0.215
H (1.478, 5.603, 1.605)  0.424
C (2.105, 3.888, 0.409)  -0.676
N (-1.095, 0.743, 2.184)  -0.185
H (-0.251, -4.157, -2.639)  0.500
H (-2.778, -1.223, -1.154)  0.356
C (-4.603, -2.929, 2.389)  -0.592
C (4.171, 0.975, -2.027)  -0.601
O (0.803, -1.047, 1.174)  -0.538
H (4.770, -2.681, 1.573)  0.426
C (-2.717, -1.556, 1.799)  0.289
C (-1.695, 3.058, -0.012)  -1.053
H (-5.577, -2.421, 4.232)  0.388
H (-0.135, 2.293, -4.236)  0.275
C (-2.678, 1.648, 3.697)  -0.758
H (-2.214, 2.110, -0.184)  0.298
H (4.358, 1.301, -3.048)  0.318
C (-1.182, 2.005, 2.090)  -1.265
C (-1.184, 3.594, -1.338)  -1.341
C (-1.920, -2.739, -2.494)  -0.619
H (-2.463, -3.473, -1.897)  0.157
H (4.961, -4.691, 0.149)  0.429
C (-0.533, 2.833, 1.007)  2.574
H (-0.350, 4.285, -1.178)  0.526
C (-0.027, 4.154, 1.537)  -1.406
N (0.527, 2.062, 0.386)  0.488
C (3.709, -2.523, -2.128)  -0.176
H (1.092, -2.299, -1.155)  -0.714
C (-3.570, -2.616, 1.521)  -0.537
H (3.067, 4.272, 0.116)  0.631
O (-0.612, 1.323, -2.038)  -0.332
H (-3.422, -3.203, 0.624)  0.378
C (3.062, -0.100, -1.906)  -0.105
C (4.576, -3.770, -0.264)  -0.532
C (4.204, -3.707, -1.597)  -0.735
H (0.419, -0.643, 1.969)  0.296
H (-1.966, 4.164, -1.846)  0.596
H (-2.377, -2.698, -3.480)  0.436
C (3.974, -1.460, 0.004)  -0.398
H (2.593, -0.298, -2.875)  0.602
H (5.105, 0.662, -1.561)  0.368
H (3.920, -0.569, 0.621)  0.698
C (3.578, -1.396, -1.330)  -0.070
C (1.184, 4.633, 1.229)  -0.810
H (-0.196, -3.236, -0.380)  0.261
H (1.760, -1.083, 1.293)  0.301
C (1.704, 2.639, 0.061)  0.451
C (-3.925, -1.126, 3.824)  -0.546
H (-1.868, -0.557, -2.533)  0.160
H (3.411, -2.481, -3.168)  0.414
H (-5.267, -3.754, 2.172)  0.420
O (-0.718, -1.336, -1.010)  0.250
C (-0.435, -3.089, -2.535)  -0.679

As for the LUMO energy (alpha / beta): -2.060 / -1.920 eV. The charge is +1. The HOMO-LUMO gap (alpha / beta) is 7.4 / 7.5 eV. As for the multiplicity: 2. For the HOMO energy (alpha / beta), the calculation gives -0.3482 / -0.3473 hartree. For the relative energy (zero: lowest compared OMol25 entry of this formula, charge and spin), the calculation gives 4.0 kcal per mole. As for the expectation value of S²: 1.005.


# 2
# C60H181N15O23

A cluster of 23 separate species, C60H181N15O23 in total at a distorted geometry (wB97M-V/def2-TZVPD, OMol25).

Last column: Mulliken charge in e.
Cartesian coordinates (Å):
N (7.662, -4.302, -10.840)  -0.780
C (4.022, 1.384, -20.785)  0.075
H (2.609, 2.966, -22.269)  -0.152
C (-1.522, 4.564, -24.845)  -1.789
H (11.279, -1.051, -15.913)  0.024
H (13.654, 3.162, -20.171)  0.239
C (7.822, -3.198, -11.824)  0.645
H (-1.319, 0.185, -17.019)  -1.159
H (-2.132, 5.171, -24.176)  0.492
H (8.905, 0.929, -19.706)  0.136
C (1.099, -1.713, -19.411)  -1.059
O (9.651, 6.603, -26.521)  -0.375
H (8.355, -0.571, -14.276)  0.103
H (7.217, 6.001, -25.692)  0.265
H (-3.872, 7.853, -26.417)  0.298
H (4.336, -2.059, -22.516)  0.008
H (7.668, -2.472, -20.403)  -0.425
H (2.346, 1.222, -18.349)  -0.164
C (3.689, 7.277, -22.537)  -0.138
H (9.852, -2.939, -15.341)  0.360
C (9.417, 5.744, -25.372)  -0.841
H (5.600, 5.086, -14.328)  0.339
H (3.222, -6.995, -22.950)  0.358
C (0.011, -1.639, -15.083)  1.859
O (2.611, 7.032, -19.001)  -0.686
C (-1.071, -0.737, -18.936)  -1.253
H (5.219, -2.522, -20.419)  -0.715
C (7.880, 5.149, -25.545)  0.558
H (-0.648, -5.373, -13.899)  0.334
O (10.934, 0.287, -19.576)  -0.371
H (6.239, 6.762, -21.957)  0.483
C (1.420, -1.192, -15.243)  -1.352
H (5.714, -0.212, -13.834)  0.646
O (0.413, -3.995, -14.831)  -0.203
C (4.829, -3.172, -17.287)  -0.684
H (-2.286, 4.174, -25.518)  0.417
H (1.276, 8.674, -24.150)  0.295
O (6.907, 3.698, -18.294)  0.662
H (11.271, 7.340, -27.676)  0.278
N (1.338, -6.321, -21.093)  -0.749
H (3.916, -3.755, -17.167)  0.264
H (0.996, -5.151, -13.224)  0.310
H (1.559, -1.151, -20.224)  -0.017
H (-0.714, 7.609, -26.369)  0.521
C (6.714, -1.359, -23.174)  -0.208
H (0.970, 7.717, -21.875)  0.138
H (8.583, 1.809, -16.647)  0.739
C (8.045, -0.207, -25.057)  -1.534
C (-1.388, 6.841, -25.989)  -1.297
H (8.524, 3.747, -26.828)  0.245
H (14.771, 5.234, -22.398)  0.495
H (9.582, 6.349, -24.480)  0.443
H (4.419, 0.322, -25.902)  0.150
H (2.828, 2.389, -25.413)  0.140
H (2.565, 4.062, -26.871)  0.345
H (9.157, -4.237, -13.277)  0.468
H (7.885, 0.409, -23.153)  -0.008
H (1.704, -0.454, -15.993)  0.067
C (5.491, 6.544, -21.196)  -0.774
H (14.691, 3.002, -21.269)  0.240
C (1.616, 8.593, -21.820)  -1.369
H (-2.515, 3.610, -20.440)  0.224
H (11.181, 3.324, -20.759)  0.008
O (1.534, 4.400, -19.265)  -0.523
N (0.529, 5.755, -24.866)  -0.312
H (6.034, -0.462, -20.198)  -0.614
H (12.841, 3.725, -22.825)  0.176
H (8.423, -4.957, -10.954)  0.286
C (13.862, 5.337, -21.804)  -0.978
C (2.263, -4.385, -22.066)  -0.102
H (7.233, 5.600, -17.479)  0.431
N (2.229, 8.340, -24.134)  -0.727
H (-1.667, 2.239, -17.595)  0.389
H (1.794, -0.954, -14.247)  0.328
C (6.208, 0.512, -19.741)  1.187
H (0.036, -0.021, -25.025)  0.636
C (4.616, 5.153, -16.845)  -1.421
C (-0.209, -2.877, -14.200)  -1.110
H (-3.557, -0.457, -17.292)  0.399
H (-0.706, 0.084, -15.255)  0.012
H (7.331, 4.610, -23.544)  0.234
O (8.133, -2.686, -14.145)  -0.124
C (8.764, -2.991, -15.380)  -0.601
H (1.671, 0.545, -22.343)  -0.132
H (13.012, -0.931, -15.728)  0.444
H (2.082, -1.949, -15.662)  0.258
C (7.845, 1.066, -16.347)  0.613
H (6.814, 1.061, -20.461)  0.125
H (12.226, -2.353, -16.522)  0.381
N (8.268, 0.386, -13.965)  -0.601
O (5.047, 0.307, -15.764)  0.008
H (4.387, 2.059, -14.638)  0.387
H (3.691, 2.230, -23.453)  -0.412
H (3.134, -1.951, -26.455)  0.210
H (6.559, -1.127, -22.121)  -0.686
H (-3.624, 1.191, -17.671)  0.425
C (0.670, 0.816, -24.731)  -0.611
H (4.548, -0.606, -18.637)  -0.982
H (5.015, 2.198, -19.077)  0.101
H (8.453, -3.916, -19.720)  0.547
H (3.546, -1.621, -23.973)  0.125
H (-1.190, -0.416, -19.971)  0.557
H (6.856, -2.437, -23.243)  0.439
H (0.278, 5.661, -23.892)  0.030
H (9.781, -2.908, -10.978)  0.348
C (4.052, 1.127, -15.094)  -0.757
H (9.166, -1.523, -11.910)  0.268
C (11.663, 4.248, -21.077)  -1.124
C (9.678, 0.439, -20.296)  -0.134
H (1.126, 9.512, -22.141)  0.518
C (2.302, -6.646, -23.418)  -0.987
H (-0.330, 1.820, -18.225)  0.145
H (10.874, 4.696, -21.682)  0.418
C (5.863, 4.512, -16.242)  2.566
C (6.074, -0.059, -14.851)  -1.195
H (1.407, 4.290, -20.207)  0.437
H (1.153, 4.986, -25.066)  0.121
C (7.578, -3.268, -19.664)  -0.430
H (4.860, 6.183, -17.106)  0.364
C (-3.227, 7.623, -27.266)  -0.794
O (1.504, 1.592, -18.083)  -0.936
H (9.701, -1.881, -23.855)  0.245
H (4.044, 0.460, -21.363)  -0.468
C (10.965, -0.516, -18.340)  0.020
H (3.404, 9.415, -22.763)  0.267
N (9.233, -1.217, -23.255)  -0.573
C (8.911, -2.278, -11.166)  -1.348
C (12.972, 4.058, -21.796)  0.652
H (4.834, -2.931, -23.972)  0.617
H (8.048, 3.296, -24.500)  0.271
H (-1.629, -0.675, -14.135)  0.324
C (3.118, -6.799, -25.622)  -0.812
H (9.941, 1.151, -21.079)  0.219
N (-1.321, 1.742, -18.403)  -0.277
C (-1.682, 0.384, -18.027)  1.774
O (4.901, -2.466, -18.483)  -0.363
C (15.147, 6.913, -20.491)  -0.808
C (7.971, -0.572, -23.620)  0.912
H (0.240, -0.431, -22.567)  0.625
H (-1.804, 2.339, -20.026)  0.380
H (9.137, 0.837, -14.214)  0.327
H (1.951, -2.160, -18.898)  0.037
H (0.180, 0.995, -21.430)  -0.435
O (14.216, 5.805, -20.505)  -0.319
H (12.409, 1.296, -16.901)  0.269
H (1.679, 0.403, -24.743)  -0.138
H (1.131, -5.558, -20.464)  0.160
C (-3.166, 0.263, -18.011)  -1.685
H (7.960, 4.292, -16.680)  0.302
O (3.176, 4.580, -27.396)  -0.731
H (0.388, 0.642, -27.571)  0.485
H (2.070, 0.692, -27.384)  0.153
H (1.687, 2.844, -24.417)  -0.661
H (0.757, -5.986, -14.769)  0.206
N (4.253, 0.353, -18.517)  2.714
C (12.227, -1.269, -16.405)  -1.291
H (12.459, 1.134, -18.450)  0.237
H (7.101, 4.685, -14.721)  0.339
C (1.576, -5.700, -22.377)  0.682
H (0.551, -5.599, -22.734)  0.300
O (5.467, -0.900, -23.764)  0.154
H (8.530, -3.974, -15.786)  0.487
O (3.584, -1.134, -26.671)  -0.540
H (3.563, 0.536, -14.320)  0.233
H (9.036, 0.196, -25.263)  0.442
H (6.359, -4.887, -19.038)  0.561
C (7.528, 4.011, -19.528)  -0.518
C (2.813, 8.499, -22.779)  0.513
N (6.314, 5.242, -15.024)  -0.816
H (16.167, 6.710, -20.818)  0.297
H (-1.262, -3.146, -14.116)  0.514
O (4.506, 2.473, -21.574)  0.682
C (7.274, 0.909, -14.868)  -0.062
H (3.932, -7.355, -25.156)  0.342
H (5.668, -3.859, -17.174)  0.183
H (0.539, -6.939, -21.098)  0.295
H (7.860, -1.067, -25.702)  0.334
H (5.728, 3.443, -16.079)  -1.150
H (2.134, 7.356, -24.340)  0.183
H (3.359, 1.419, -15.883)  0.100
H (4.856, -2.408, -16.510)  -0.041
H (2.471, -7.617, -25.939)  0.324
H (0.524, -2.570, -19.762)  0.612
H (4.394, 7.178, -23.362)  0.446
O (-1.995, 2.886, -20.788)  -0.651
C (0.582, 0.582, -22.355)  0.220
H (9.943, -0.508, -23.138)  0.269
H (1.499, 3.511, -18.913)  0.113
H (-3.842, 7.410, -28.140)  0.247
H (-0.289, -1.874, -16.104)  -0.440
H (8.605, 4.105, -19.389)  0.588
H (5.740, -5.624, -20.967)  0.324
H (4.025, -3.843, -19.791)  0.523
H (6.506, -0.961, -15.284)  -0.062
H (10.672, -1.560, -18.449)  0.307
H (8.016, 0.109, -16.840)  -0.476
H (4.603, 0.529, -17.586)  -0.580
H (-0.141, 4.888, -21.121)  0.201
H (-2.623, 8.499, -27.500)  0.329
O (0.392, 4.403, -21.750)  -0.085
C (3.647, 2.901, -22.596)  0.081
H (7.404, 3.152, -20.189)  -0.225
O (4.594, 1.022, -25.273)  -0.270
C (4.876, 1.202, -19.496)  1.352
H (11.716, 6.817, -25.996)  0.260
C (4.944, -3.268, -19.673)  -0.044
C (7.402, 4.173, -24.540)  -1.152
H (1.722, -3.881, -21.265)  -0.353
H (13.010, -1.250, -18.396)  0.332
C (7.058, 4.553, -17.233)  -1.702
H (0.125, -2.757, -13.169)  0.456
H (7.299, 0.570, -25.224)  0.226
N (7.878, 4.524, -26.828)  -0.743
H (8.315, 5.192, -27.447)  0.311
H (14.669, 7.763, -20.978)  0.326
H (1.941, 8.850, -20.811)  0.329
H (7.642, -2.664, -18.759)  -0.223
H (7.008, 1.428, -16.944)  -0.656
H (3.127, 6.831, -19.782)  0.243
C (0.398, -5.176, -14.135)  -0.837
H (13.386, 6.077, -22.447)  0.463
H (-3.505, -0.025, -19.007)  0.355
N (12.836, 0.718, -17.611)  -0.833
H (8.481, -1.897, -10.240)  0.423
H (10.237, -0.124, -17.630)  -0.231
O (-2.309, 6.561, -27.021)  -0.352
H (4.322, 4.776, -17.824)  0.016
C (11.072, 6.647, -26.859)  -0.718
H (15.212, 7.227, -19.450)  0.262
H (11.700, 4.893, -20.199)  0.417
H (-0.221, 3.800, -22.171)  -0.105
H (3.911, 3.892, -22.965)  0.096
O (2.514, -5.937, -24.625)  -0.272
H (-0.138, 2.303, -25.748)  -0.036
H (6.952, 1.856, -14.435)  0.074
C (8.172, -3.776, -13.201)  -0.952
C (6.292, -4.081, -19.768)  0.246
H (3.430, -6.229, -26.497)  0.232
H (-1.650, -1.637, -18.730)  0.459
N (6.346, -4.817, -21.003)  -0.668
H (-0.336, 5.082, -26.627)  0.405
H (1.775, -7.584, -23.597)  0.440
C (1.184, 1.310, -27.240)  -1.565
C (4.507, -1.964, -23.589)  -0.903
H (10.190, 4.986, -25.250)  0.368
H (3.913, 3.991, -27.557)  0.310
H (5.040, 0.587, -24.547)  0.151
H (2.338, -3.752, -22.950)  0.279
H (3.047, 1.543, -20.325)  -0.228
O (0.320, 1.395, -23.457)  -0.277
H (6.715, 0.451, -18.778)  -1.270
H (-1.779, 7.389, -25.132)  0.458
H (5.986, -4.211, -21.726)  0.044
H (6.040, 6.654, -20.261)  0.416
H (3.713, 5.074, -16.240)  0.500
H (11.336, 5.717, -27.362)  0.318
H (3.112, 6.353, -22.496)  -0.172
H (4.132, -1.353, -27.425)  0.226
H (7.163, 4.922, -20.002)  -0.208
H (1.348, 2.137, -27.932)  0.407
H (6.387, 3.802, -24.678)  0.290
H (5.257, 5.488, -21.329)  0.205
H (9.195, -0.411, -20.779)  -0.050
H (0.934, 0.833, -17.964)  0.057
C (-0.628, 5.503, -25.665)  0.907
O (0.373, -0.845, -18.578)  0.962
N (-0.680, -0.519, -14.445)  -0.812
C (0.855, 1.855, -25.776)  1.017
C (12.366, -0.644, -17.758)  0.609
H (3.308, -4.500, -21.780)  -0.055
H (-1.091, 3.746, -24.269)  0.313
N (1.921, 2.834, -25.399)  0.348
H (2.113, 6.233, -18.830)  0.389
O (4.359, 7.400, -21.323)  -0.451
H (7.882, -3.928, -9.928)  0.276
N (13.686, 2.988, -21.165)  -0.742
H (8.364, -2.377, -16.187)  -0.155
H (7.521, -4.610, -13.463)  0.339
H (6.848, -2.716, -11.900)  0.074

As for the LUMO energy: -0.158 eV. The charge is 0. The HOMO-LUMO gap is 7.8 eV. For the HOMO energy, the calculation gives -0.2918 hartree.